Below is C32H30Br48FI3NO3P as an isolated structure at a distorted geometry, with properties calculated with wB97M-V/def2-TZVPD.

```
119
Properties=species:S:1:pos:R:3
C 1.00377 3.96446 4.43467
C 0.56075 3.54935 2.90835
I 0.53316 1.35719 2.48875
C 0.19125 4.55328 1.83284
I 0.17181 6.69331 2.30580
C -0.17165 3.89218 0.35499
C 1.15448 3.37673 -0.52408
I 3.17897 3.63066 0.32366
C 0.86039 2.67447 -1.97598
C -0.67087 2.44309 -2.60478
C -1.95508 2.98641 -1.73746
C -3.44795 2.78058 -2.40462
C -1.68690 3.70521 -0.25167
P -3.23947 4.28501 0.77251
O -2.98656 4.12660 2.35615
C -0.79067 1.66324 -4.07970
O -1.72395 1.93223 -4.99730
C 0.36798 0.48090 -4.31826
N -0.01396 -0.79078 -5.04314
C 1.76047 0.70476 -3.75802
C 2.98292 -0.38241 -3.87185
C 3.24304 -0.94390 -2.32382
F 1.90848 -0.81946 -1.62811
C 2.11443 2.11040 -2.92375
O 3.29622 2.71854 -3.05314
H 0.11680 4.12467 5.18114
H 1.73545 4.90497 4.42834
H 1.66285 3.05642 4.84171
H -3.43029 1.75880 -2.99525
H -3.61153 3.62603 -3.23030
H -4.33760 2.87820 -1.65062
H -4.32983 3.34525 0.48189
H -3.66140 5.61810 0.40248
H -0.64981 -0.56853 -5.86749
H 0.80113 -1.27544 -5.47874
H 3.95473 0.23935 -4.17279
H 2.81911 -1.23735 -4.65412
H 3.94521 -0.16194 -1.76155
H 3.67172 -2.03229 -2.29405
C 1.38506 -2.50662 4.15272
Br 1.57390 -2.15904 2.24804
Br 2.61608 -1.43368 5.20992
Br -0.45472 -2.29505 4.74826
H 1.65492 -3.55543 4.31462
C 4.76607 -5.37924 5.63884
Br 4.95491 -5.03165 3.73415
Br 5.99708 -4.30629 6.69604
Br 2.92628 -5.16766 6.23438
H 5.03592 -6.42804 5.80074
C -1.95997 5.49578 7.32565
Br -2.53780 6.16656 5.59346
Br -1.12225 3.74600 7.18158
Br -0.81903 6.77055 8.25165
H -2.86016 5.36999 7.93628
C -4.36304 -0.87403 -6.06428
Br -6.09716 -1.69476 -6.38604
Br -3.83268 -1.01062 -4.19764
Br -2.99711 -1.57625 -7.25817
H -4.46726 0.19241 -6.28982
C -6.59016 0.34969 -0.27366
Br -6.40132 0.69728 -2.17834
Br -5.35914 1.42264 0.78354
Br -8.42994 0.56127 0.32188
H -6.32030 -0.69911 -0.11176
C 5.58328 1.53854 5.46313
Br 3.74086 1.95334 4.99652
Br 5.84127 -0.36499 5.77026
Br 6.83731 2.23638 4.14986
H 5.79559 2.04675 6.40952
C -0.39476 0.59767 -9.44795
Br -1.23086 0.96838 -7.73103
Br 1.40521 1.32848 -9.54941
Br -0.43091 -1.29961 -9.87609
H -0.99092 1.10902 -10.21093
C -1.66416 -5.37875 -10.93786
Br -2.50026 -5.00804 -9.22095
Br 0.13581 -4.64794 -11.03932
Br -1.70031 -7.27603 -11.36600
H -2.26033 -4.86740 -11.70084
C 4.52085 8.50626 1.41572
Br 5.09267 8.67136 3.26776
Br 3.99873 6.68391 0.97901
Br 3.12382 9.78543 0.97268
H 5.38666 8.74922 0.79092
C -10.97838 -3.15750 0.34384
Br -11.24881 -1.99687 1.88140
Br -11.64977 -2.35480 -1.29604
Br -9.12114 -3.71003 0.17171
H -11.56662 -4.06408 0.52019
C -4.23804 -3.38754 3.86663
Br -3.76610 -2.12457 2.46431
Br -6.04012 -4.08348 3.63759
Br -2.92587 -4.81467 4.02711
H -4.22649 -2.83482 4.81183
C 9.19049 -3.11630 4.53992
Br 8.61267 -2.44552 2.80773
Br 10.02821 -4.86609 4.39585
Br 10.33143 -1.84154 5.46593
H 8.29031 -3.24209 5.15055
C 1.34260 -8.95687 4.85558
Br 1.91442 -8.79178 6.70762
Br 0.82048 -10.77922 4.41886
Br -0.05443 -7.67771 4.41254
H 2.20840 -8.71391 4.23078
C -0.21522 10.00656 4.86854
Br -0.48565 11.16718 6.40610
Br -0.88661 10.80925 3.22866
Br 1.64202 9.45403 4.69641
H -0.80347 9.09998 5.04489
C -5.72972 -2.21708 -10.40506
Br -5.81044 -0.33675 -9.91297
Br -7.21697 -2.73046 -11.54910
Br -4.01437 -2.68596 -11.19371
H -5.82443 -2.79419 -9.47931
C 8.03584 -8.85447 3.78401
Br 7.76541 -7.69385 5.32158
Br 7.36445 -8.05177 2.14413
Br 9.89308 -9.40700 3.61188
H 7.44759 -9.76105 3.96036
```

Properties
Net charge   0
2S+1   1
DFT total energy   -126404.02018 a.u.

***

Below is C32H30IrN3O6PS as an isolated structure, with properties calculated with wB97M-V/def2-TZVPD.

```
74
Properties=species:S:1:pos:R:3
Ir 0.31508 -0.80115 0.01559
O -1.97920 4.85810 -0.59664
C -1.52986 3.79807 -0.48315
C -1.73078 2.50474 -1.47884
O -2.38640 2.56971 -2.45348
C -0.95267 1.46573 -0.84049
C -0.32082 1.85658 0.32751
O 0.42288 1.03237 0.98858
C -0.54799 3.23201 0.69520
O -0.18503 3.92124 1.58205
O -0.82315 0.27115 -1.30082
N -1.27347 -3.21939 0.84912
P -1.44322 -1.56114 1.17336
C -3.11129 -1.10085 0.70804
C -4.11441 -0.92618 1.66173
C -5.41381 -0.66240 1.25335
C -5.71742 -0.58774 -0.09794
C -4.72372 -0.77939 -1.05186
C -3.42333 -1.03456 -0.65453
C -1.28375 -1.36062 2.94666
C -0.97319 -2.41993 3.79420
C -0.83269 -2.19167 5.15725
C -0.98593 -0.91123 5.66786
C -1.28354 0.15154 4.82078
C -1.43445 -0.07108 3.46259
C -0.62728 -3.57987 -0.32232
C -0.75251 -4.86210 -0.85792
C -0.12957 -5.15625 -2.04638
C 0.60374 -4.16501 -2.70136
C 0.69444 -2.93372 -2.11380
N 0.11428 -2.63376 -0.93039
H -1.97627 -3.87000 1.17528
H -3.89387 -0.99631 2.71897
H -6.18954 -0.52351 1.99398
H -6.73320 -0.38810 -0.41193
H -4.96306 -0.73154 -2.10553
H -2.65736 -1.18074 -1.40374
H -0.83500 -3.41691 3.39697
H -0.60792 -3.01642 5.82036
H -0.88034 -0.73798 6.73058
H -1.40474 1.14855 5.22263
H -1.67227 0.75776 2.80475
H -1.34692 -5.59980 -0.33680
H -0.22167 -6.14448 -2.47611
H 1.08661 -4.34817 -3.64937
H 1.22759 -2.12730 -2.59386
O 1.54231 -1.84200 1.34924
S 2.68399 -1.04031 2.03483
C 3.81622 -2.34984 2.57581
C 3.97549 -2.19092 4.08545
C 2.60084 -1.78467 4.60869
C 2.14312 -0.63819 3.71541
H 4.73913 -2.27920 2.00479
H 3.29035 -3.26912 2.31069
H 4.71650 -1.42267 4.31281
H 4.32834 -3.12471 4.52059
H 2.63001 -1.46863 5.65025
H 1.90181 -2.62087 4.53098
H 2.63797 0.30352 3.96106
H 1.06890 -0.46696 3.66654
N 2.13018 -0.09249 -1.06429
C 1.94199 1.10964 -1.85853
C 2.22792 2.33794 -1.28073
C 2.00099 3.50204 -2.00300
C 1.48658 3.43500 -3.28944
C 1.21419 2.19787 -3.86042
C 1.44310 1.03123 -3.14735
H 2.80768 0.11640 -0.33363
H 2.53898 -0.83999 -1.61732
H 2.63277 2.38548 -0.27690
H 2.24294 4.46070 -1.56195
H 1.31537 4.34141 -3.85365
H 0.82388 2.13872 -4.86717
H 1.21518 0.07487 -3.60278
```

Properties
Net charge   +2
Energy relative to the best compared isomer or geometry (same formula, charge and spin)   13.11 kcal/mol
2S+1   2
DFT total energy   -2696.52442 a.u.

***

Below is C32H30N2O2P2Tl as an isolated structure at a distorted geometry, with properties calculated with wB97M-V/def2-TZVPD.

```
69
Properties=species:S:1:pos:R:3
Tl -0.55919 -2.02382 -0.94219
C 2.19830 0.48066 -2.15133
P 2.99748 -0.34729 -0.70421
C 4.65408 -0.71282 -1.24971
C 5.17455 -1.96812 -0.86296
C 6.46260 -2.34734 -1.24382
C 7.19625 -1.50841 -2.09088
C 6.71375 -0.28946 -2.44743
C 5.45061 0.12739 -2.01785
C 3.34040 0.95071 0.57594
C 2.24048 1.48510 1.24895
C 2.37451 2.37844 2.31431
C 3.62780 2.79186 2.72119
C 4.74193 2.38394 1.99717
C 4.61194 1.48175 0.93765
C 1.07234 1.36745 -1.76136
C 1.06322 2.77171 -1.46691
C -0.25829 3.10064 -1.09783
C -0.97024 1.89660 -1.14805
C -2.46913 1.64424 -1.07371
P -2.83532 0.00074 -0.35759
C -3.49046 0.23731 1.32380
C -4.01517 -0.88194 1.99871
C -4.39829 -0.78657 3.31039
C -4.26931 0.40747 4.00821
C -3.73648 1.53323 3.37256
C -3.31891 1.44497 2.02841
C -4.24102 -0.57909 -1.41495
C -5.59990 -0.57623 -1.11441
C -6.58755 -0.96412 -2.01001
C -6.15733 -1.36902 -3.26576
C -4.80377 -1.41300 -3.60679
C -3.84818 -1.01046 -2.64569
N -0.14666 0.81685 -1.50803
H 1.78604 -0.35896 -2.66265
H 2.89859 1.01349 -2.78010
H 4.54120 -2.64470 -0.27164
H 6.87012 -3.34041 -1.02940
H 8.15667 -1.81439 -2.45322
H 7.33245 0.34886 -3.02544
H 5.10747 1.12384 -2.27114
H 1.24162 1.21042 0.99045
H 1.45457 2.70686 2.76527
H 3.71770 3.50877 3.52543
H 5.72473 2.73764 2.20046
H 5.43776 1.25189 0.27218
H 1.87526 3.45769 -1.43677
H -0.59434 4.11702 -0.87096
H -2.92322 1.64280 -2.07904
H -2.98016 2.42697 -0.52858
H -4.09100 -1.85997 1.49679
H -4.91089 -1.59790 3.74826
H -4.61071 0.44009 5.03298
H -3.59679 2.44963 3.86402
H -2.91985 2.33628 1.54158
H -5.98206 -0.27065 -0.14336
H -7.62264 -0.95084 -1.70168
H -6.94412 -1.57936 -3.99087
H -4.47189 -1.68336 -4.61393
H -2.81343 -1.08463 -2.92974
N 0.02275 -1.59951 1.44851
C -0.04594 -2.83062 2.22192
C -1.31413 -3.66195 1.91853
O -1.63690 -4.43999 2.84208
O -1.77018 -3.50434 0.76949
H 0.84579 -1.05488 1.55395
H -0.73432 -0.92377 1.72935
H -0.03999 -2.59911 3.29859
H 0.77482 -3.49631 1.91288
```

Properties
Net charge   -1
Energy relative to the best compared isomer or geometry (same formula, charge and spin)   0.00 kcal/mol
2S+1   1
DFT total energy   -2352.66113 a.u.

***

The highest net charge belongs to which entry? C32H30IrN3O6PS

***

Which value of DFT total energy does entry 2 give? -2696.52442 a.u.

***

Copy entry 3 word for word.
Below is C32H30N2O2P2Tl as an isolated structure at a distorted geometry, with properties calculated with wB97M-V/def2-TZVPD.

```
69
Properties=species:S:1:pos:R:3
Tl -0.55919 -2.02382 -0.94219
C 2.19830 0.48066 -2.15133
P 2.99748 -0.34729 -0.70421
C 4.65408 -0.71282 -1.24971
C 5.17455 -1.96812 -0.86296
C 6.46260 -2.34734 -1.24382
C 7.19625 -1.50841 -2.09088
C 6.71375 -0.28946 -2.44743
C 5.45061 0.12739 -2.01785
C 3.34040 0.95071 0.57594
C 2.24048 1.48510 1.24895
C 2.37451 2.37844 2.31431
C 3.62780 2.79186 2.72119
C 4.74193 2.38394 1.99717
C 4.61194 1.48175 0.93765
C 1.07234 1.36745 -1.76136
C 1.06322 2.77171 -1.46691
C -0.25829 3.10064 -1.09783
C -0.97024 1.89660 -1.14805
C -2.46913 1.64424 -1.07371
P -2.83532 0.00074 -0.35759
C -3.49046 0.23731 1.32380
C -4.01517 -0.88194 1.99871
C -4.39829 -0.78657 3.31039
C -4.26931 0.40747 4.00821
C -3.73648 1.53323 3.37256
C -3.31891 1.44497 2.02841
C -4.24102 -0.57909 -1.41495
C -5.59990 -0.57623 -1.11441
C -6.58755 -0.96412 -2.01001
C -6.15733 -1.36902 -3.26576
C -4.80377 -1.41300 -3.60679
C -3.84818 -1.01046 -2.64569
N -0.14666 0.81685 -1.50803
H 1.78604 -0.35896 -2.66265
H 2.89859 1.01349 -2.78010
H 4.54120 -2.64470 -0.27164
H 6.87012 -3.34041 -1.02940
H 8.15667 -1.81439 -2.45322
H 7.33245 0.34886 -3.02544
H 5.10747 1.12384 -2.27114
H 1.24162 1.21042 0.99045
H 1.45457 2.70686 2.76527
H 3.71770 3.50877 3.52543
H 5.72473 2.73764 2.20046
H 5.43776 1.25189 0.27218
H 1.87526 3.45769 -1.43677
H -0.59434 4.11702 -0.87096
H -2.92322 1.64280 -2.07904
H -2.98016 2.42697 -0.52858
H -4.09100 -1.85997 1.49679
H -4.91089 -1.59790 3.74826
H -4.61071 0.44009 5.03298
H -3.59679 2.44963 3.86402
H -2.91985 2.33628 1.54158
H -5.98206 -0.27065 -0.14336
H -7.62264 -0.95084 -1.70168
H -6.94412 -1.57936 -3.99087
H -4.47189 -1.68336 -4.61393
H -2.81343 -1.08463 -2.92974
N 0.02275 -1.59951 1.44851
C -0.04594 -2.83062 2.22192
C -1.31413 -3.66195 1.91853
O -1.63690 -4.43999 2.84208
O -1.77018 -3.50434 0.76949
H 0.84579 -1.05488 1.55395
H -0.73432 -0.92377 1.72935
H -0.03999 -2.59911 3.29859
H 0.77482 -3.49631 1.91288
```

Properties
Net charge   -1
Energy relative to the best compared isomer or geometry (same formula, charge and spin)   0.00 kcal/mol
2S+1   1
DFT total energy   -2352.66113 a.u.